(1)
Below is 6 unconnected molecules or ions with the total composition C21H30O18 in a non-equilibrium geometry, with properties calculated with wB97M-V/def2-TZVPD.

The HOMO energy is -0.393 Ha. Its total energy is -2172.47178 Eh. As for the SMILES: C[C@H]1COC(=O)O1.C[C@H]1COC(=O)O1.C[C@H]1COC(=O)O1.O=C1OCCO1.O=C1OCCO1.O=C1OCCO1. The largest force on an atom comes out at 6.40 eV/A. The orbital gap comes out at 10.5 eV. For the relative energy (zero: lowest compared OMol25 entry of this formula, charge and spin), the calculation gives 89.79 kcal/mol.

Last column: Mulliken charge in e.
Element x y z (Å)
O (-0.36980, -4.22929, -2.83066)  -0.3168
O (-0.95188, 1.82452, 1.72760)  -0.3550
O (5.22742, 2.50738, 4.18639)  -0.3914
O (-1.89390, 0.25943, 0.47208)  -0.2657
O (6.55054, 2.24062, 6.01407)  -0.5787
O (4.73676, 6.11456, -0.32225)  -0.5622
O (-3.82393, 6.66698, 2.54399)  -0.5807
O (-3.32433, 1.65840, 1.53818)  -0.6024
O (-0.50642, -5.94548, 0.55471)  -0.3449
O (-4.56891, 5.19119, 0.92033)  -0.3638
O (5.06568, 0.65826, 5.35872)  -0.3234
O (0.79595, -7.14025, -0.89606)  -0.5670
O (-1.56087, -7.46155, -0.63958)  -0.3568
O (3.20981, 5.85049, -1.88587)  -0.3203
O (-1.56151, -2.58239, -3.59625)  -0.3553
O (2.89472, 4.71229, -0.05544)  -0.3108
O (-0.34575, -2.29976, -1.69104)  -0.5743
O (-2.49232, 5.55246, 1.19897)  -0.3185
C (5.67531, 1.79024, 5.27312)  0.5833
C (2.02840, 5.17965, -2.14016)  -0.2593
C (-0.32800, -6.92771, -0.40020)  0.7286
C (-4.03640, 4.36915, -0.09232)  -0.1999
C (-0.73455, -2.99263, -2.62026)  0.6024
C (-2.55604, -6.77230, 0.03914)  -0.4299
C (-2.55273, 4.74052, 0.01489)  0.3340
C (-2.07220, -3.68995, -4.30804)  0.3809
C (-1.07762, -4.74497, -4.00690)  -0.4328
C (-2.20122, 1.25029, 1.28165)  0.6309
C (-2.15727, -3.31964, -5.73975)  -1.3932
C (-1.83127, -5.89338, 1.02971)  0.5529
C (3.75306, 5.53293, -0.75460)  0.6655
C (4.18725, 1.83685, 3.54508)  0.4939
C (-2.19477, -4.41315, 0.94726)  -1.0811
C (-3.59797, 5.86029, 1.66747)  0.7104
C (4.11761, 0.49412, 4.29235)  -0.4777
C (2.00009, 4.19958, -0.99306)  0.0102
C (-0.53475, -0.14453, 0.68111)  -0.3585
C (4.53250, 1.77924, 2.10039)  -1.0732
C (0.14142, 1.07354, 1.27972)  0.5189
H (-3.25002, -4.27834, 1.18465)  0.4127
H (3.22672, 2.29620, 3.77844)  0.3125
H (-4.29931, 4.74368, -1.08161)  0.2622
H (-2.71153, -2.40267, -5.93990)  0.3498
H (4.24316, -0.32067, 3.57928)  0.3404
H (-1.09723, -3.22358, -5.97469)  0.3440
H (-3.31322, -7.48365, 0.36891)  0.3490
H (-2.27206, 5.22103, -0.92236)  0.2302
H (2.17236, 3.13288, -1.13652)  0.2243
H (4.99946, 0.80283, 1.97120)  0.3643
H (-3.03621, -3.82983, -3.81893)  0.3538
H (-3.09652, -6.12602, -0.65246)  0.2303
H (4.99401, 2.66548, 1.66486)  0.3621
H (0.82805, 0.77818, 2.07308)  0.1167
H (-1.63492, -3.59712, 1.40416)  0.2499
H (3.57294, 1.62544, 1.60673)  0.1192
H (-1.56332, -5.70420, -3.82781)  0.2864
H (-2.51694, -4.20092, -6.27088)  0.3653
H (2.14416, 4.57569, -3.04012)  0.2852
H (-2.02149, 3.80815, 0.20614)  -0.2924
H (1.17857, 5.85759, -2.21936)  0.2486
H (0.01224, -0.56548, -0.16252)  0.4068
H (1.02425, 4.29730, -0.51737)  0.0133
H (-2.01611, -6.28458, 2.03016)  0.2338
H (-0.30776, -4.88331, -4.76602)  0.3274
H (3.14535, 0.39751, 4.77553)  0.2817
H (-4.20735, 3.30303, 0.05688)  0.2187
H (-0.43549, -0.85800, 1.49917)  0.1825
H (-2.15839, -4.11862, -0.10155)  0.0318
H (0.75450, 1.58604, 0.53840)  -0.2286

(2)
Below is a molecular structure, C33H46BrN3O5SSbSr in a non-equilibrium geometry, with properties calculated with wB97M-V/def2-TZVPD.

The HOMO energy is -0.185 Ha. Its total energy is -5068.78473 Eh. The largest force on an atom comes out at 3.15 eV/A. The net charge is -1. The orbital gap comes out at 7.5 eV. For the relative energy (zero: lowest compared OMol25 entry of this formula, charge and spin), the calculation gives 35.21 kcal/mol.

Last column: Mulliken charge in e.
Element x y z (Å)
Sb (2.37452, 0.24408, -1.79101)  -0.2687
Sr (-0.77902, -0.36501, 0.52989)  2.0830
Br (2.88608, 0.94453, 2.88312)  -0.1368
S (0.02447, -2.06551, 2.77454)  1.4959
O (-3.97564, 1.47727, 1.32508)  -0.4030
O (-2.11317, -2.88265, 0.41542)  -0.4944
O (-3.07032, -0.90128, 0.13991)  -0.6946
O (0.80608, -1.76530, 1.53564)  -0.6447
O (0.80912, -1.91000, 3.97681)  -0.7211
N (0.32454, 1.87219, 2.35294)  0.0078
N (-1.28210, -1.12957, 2.78554)  -0.6248
N (-2.18905, 6.37287, -3.87348)  -0.6319
C (-0.73800, 4.28971, -1.46257)  -0.2954
C (-0.38353, -3.78958, 2.69527)  -0.2122
C (-1.45973, 2.13930, 3.93412)  0.3434
C (-1.24352, -5.73962, 3.78180)  -0.9154
C (-1.54169, 4.21550, -2.59868)  0.4829
C (2.84043, 2.35284, -1.81680)  1.0272
C (-0.40389, 3.11959, -0.79091)  -0.4622
C (-2.74893, -1.91992, 0.85830)  -0.5659
C (3.32512, 2.82276, -0.45219)  -1.1674
C (1.06894, 1.38998, 3.31509)  -0.0013
C (-0.64075, 1.59462, 4.92051)  -0.4113
C (0.22902, -0.84202, -3.63584)  -1.3774
C (5.01923, -0.42285, -3.53502)  -1.3923
C (0.09273, -4.56990, 1.65482)  -0.2779
C (-0.82544, 1.83268, -1.18349)  0.1057
C (-1.90099, 5.41303, -3.30647)  -0.2046
C (-4.97304, 2.13382, -0.80171)  -1.4130
C (-0.78448, -6.54404, 2.74614)  1.0525
C (0.65175, 1.21150, 4.62559)  -0.6089
C (-2.87164, 2.55612, 4.21594)  -1.4273
C (1.30016, 0.24276, -3.67575)  0.9303
C (3.79260, 2.82224, -2.90995)  -1.4927
C (-1.03432, -4.36917, 3.76955)  -0.5691
C (-0.92467, 2.25221, 2.66385)  0.3267
C (2.07938, 0.14059, -4.98276)  -1.4792
C (4.35602, -0.58600, -2.17071)  0.3943
C (-4.08567, 2.51831, 0.36416)  0.6819
C (-2.67736, -1.69023, 2.42382)  0.2488
C (4.35678, -2.06250, -1.77229)  -1.5698
C (-1.99334, 2.97384, -3.04369)  -0.4874
C (-1.00856, -8.02873, 2.75123)  -1.4592
C (-1.63256, 1.83193, -2.33875)  -0.1791
C (-0.10704, -5.93880, 1.68912)  -0.8436
H (-5.99404, 1.94334, -0.46535)  0.3428
H (6.07156, -0.72274, -3.48391)  0.4126
H (-1.02670, 1.46547, 5.92523)  0.3986
H (-4.98766, 2.92977, -1.54943)  0.4120
H (-2.62366, 2.91628, -3.92340)  0.4578
H (-0.09182, -8.56900, 2.50954)  0.3538
H (0.60122, -4.10048, 0.82557)  0.5267
H (-4.51216, 3.37673, 0.89144)  0.3976
H (2.61778, 2.59105, 0.34458)  -0.0743
H (5.37108, -2.47362, -1.79650)  0.4134
H (0.80059, 1.21555, -3.62968)  0.0720
H (-2.02329, 0.89341, -2.72829)  0.3867
H (-2.97044, 2.93611, 5.23387)  0.5090
H (3.94987, -2.22502, -0.77264)  0.3318
H (4.80018, 2.42186, -2.76448)  0.2880
H (0.22595, 3.22991, 0.09037)  0.0412
H (-1.75621, -8.31462, 2.00787)  0.2981
H (-0.43287, -0.77233, -4.50551)  0.3871
H (1.31130, 0.76350, 5.35207)  0.3872
H (1.85521, 2.79013, -1.99558)  -0.1843
H (-0.38392, 5.25432, -1.11728)  0.4378
H (2.87525, 0.88008, -5.07772)  0.3310
H (-3.75820, 0.63958, 0.85614)  0.2713
H (-1.35862, -3.75568, 4.60115)  0.5341
H (2.53585, -0.84569, -5.09541)  0.2626
H (3.75310, -2.65340, -2.46783)  0.3299
H (4.28011, 2.36253, -0.17777)  0.3611
H (4.95222, -0.04256, -1.42675)  0.2926
H (-2.84362, -2.63024, 2.94758)  0.3216
H (1.40275, 0.27611, -5.83350)  0.4026
H (-1.35790, -8.37944, 3.72250)  0.3419
H (0.66843, -1.84414, -3.64234)  0.3684
H (-0.40430, -0.76927, -2.74913)  0.0681
H (-4.60245, 1.23168, -1.29342)  0.2472
H (0.26617, -6.54695, 0.87275)  0.3437
H (-3.20277, 3.32646, 3.52095)  0.3136
H (-3.55234, 1.71286, 4.09014)  0.1720
H (-3.40972, -0.94102, 2.71478)  0.2386
H (-3.09682, 2.81410, -0.00034)  -0.4556
H (4.54195, -1.06896, -4.27423)  0.2728
H (3.46657, 2.54503, -3.91429)  0.2870
H (3.48183, 3.90688, -0.45328)  0.3818
H (3.88180, 3.91408, -2.89212)  0.4427
H (-1.49406, 2.67311, 1.84102)  -0.0051
H (-1.76183, -6.19135, 4.62033)  0.2841
H (4.98614, 0.59497, -3.92385)  0.2487

(3)
Below is a gas-phase ion, C3H9N2O2 (charge +1) in a non-equilibrium geometry, with properties calculated with wB97M-V/def2-TZVPD.

The HOMO energy (alpha / beta) is -0.547 / -0.547 Ha. Its total energy is -379.19390 Eh. As for the SMILES: CCN(O)[N+](C)=O. The largest force on an atom comes out at 4.05 eV/A. The net charge is +1. The orbital gap (alpha / beta) comes out at 8.0 / 8.1 eV. For the relative energy (zero: lowest compared OMol25 entry of this formula, charge and spin), the calculation gives 195.11 kcal/mol.

Last column: Mulliken charge in e.
Element x y z (Å)
O (0.32041, -1.43510, 0.65249)  -0.2958
O (1.36356, 1.11645, -1.39475)  -0.3381
N (1.46819, 0.35544, -0.50207)  0.6385
N (-0.01598, -0.22057, 0.13539)  -0.1426
C (-1.14386, -0.17246, -0.75577)  -0.3124
C (2.39310, 0.37086, 0.64799)  -0.6209
C (-2.37038, 0.25802, 0.09186)  -0.8888
H (1.98969, -0.33593, 1.47825)  0.3058
H (-3.18354, -0.37852, -0.34947)  0.2942
H (-0.87393, 0.62749, -1.38705)  0.2547
H (-1.98635, -0.03183, 1.14140)  0.2518
H (-2.35261, 1.34457, 0.16809)  0.3690
H (-1.24730, -1.22803, -1.22715)  0.4490
H (2.37487, 1.46509, 1.00359)  0.3340
H (-0.14644, -2.09037, 0.03977)  0.3613
H (3.41058, 0.35489, 0.25743)  0.3404

(4)
Below is a molecular structure, C49H40N4O2P2S2Zn, with properties calculated with wB97M-V/def2-TZVPD.

The HOMO energy is -0.082 Ha. Its total energy is -5519.35970 Eh. The largest force on an atom comes out at 0.70 eV/A. The net charge is -2. The orbital gap comes out at 6.2 eV.

Last column: Mulliken charge in e.
Element x y z (Å)
Zn (1.27811, -0.31179, -0.71157)  1.6720
S (3.54870, 0.27010, -0.53413)  -0.4282
S (0.87214, 1.38014, -2.37893)  -0.3827
P (2.24263, 0.19790, 3.22437)  0.3532
P (-1.05093, 2.32950, 0.72007)  -0.0167
O (1.30812, -2.21576, -1.33879)  -1.1025
O (1.59508, -4.17543, -2.37799)  -0.8428
N (0.14432, -0.51461, 0.88706)  1.4697
N (2.71541, 4.22196, -3.74809)  -0.6372
N (-0.64813, -4.30753, -4.02074)  -0.2609
N (5.78052, 2.89085, -1.61163)  -0.6030
C (-2.86426, 3.79265, -0.96263)  -0.3069
C (-0.88661, -2.73965, -7.89432)  -0.8105
C (-2.63279, -3.51631, -0.41413)  -0.4353
C (-1.56498, 3.61929, -0.49334)  0.4787
C (-0.80049, 5.29118, -2.06521)  -0.5178
C (1.72736, -1.33081, 7.04472)  -0.5634
C (-1.25945, -3.33769, -0.50274)  -0.2007
C (-1.25564, -2.39247, -5.52085)  1.0360
C (-0.59053, -3.55740, -1.69781)  0.7211
C (-2.47815, 4.00606, 4.12302)  -0.5995
C (1.60883, -0.20829, 4.90993)  0.1952
C (2.61100, 3.27692, -3.09360)  -0.1700
C (-1.31187, -3.96891, -2.83051)  -0.7637
C (-1.78693, -1.01775, 1.92674)  -0.5730
C (-1.29738, -1.92819, -6.84184)  0.8513
C (4.47490, 1.49854, 4.08219)  -0.4092
C (-1.60523, -1.45889, -4.38942)  -0.9084
C (0.40998, -0.97956, 7.31185)  -0.4799
C (-0.73350, -1.67048, 2.60592)  -1.0676
C (0.90555, -3.30881, -1.81716)  0.0442
C (-3.41222, 2.04069, 2.39967)  0.2136
C (5.82335, 1.79830, 4.17888)  -0.6361
C (-0.30572, -0.23504, 6.38597)  -0.6036
C (-3.66022, 3.33817, 4.41589)  -0.4606
C (-3.12551, 4.69944, -1.97881)  -0.6332
C (-2.69216, -4.14225, -2.73482)  -0.2236
C (-0.79277, -3.70664, -5.28110)  -0.2695
C (-0.41745, -4.02000, -7.65419)  -0.7487
C (-2.22311, 2.69547, 2.09549)  0.2666
C (2.44944, 2.11165, -2.29625)  0.2347
C (-1.21605, -0.32723, 0.87826)  0.3212
C (6.35108, -0.35974, 3.27667)  -0.7276
C (3.51416, 1.66698, -1.56128)  0.6018
C (4.75235, 2.36808, -1.60540)  -0.1464
C (0.44108, -1.33648, 1.95684)  -0.2660
C (-3.34570, -3.92127, -1.53275)  -0.7215
C (-0.37826, -4.49592, -6.36113)  -0.5789
C (4.04399, 0.26704, 3.58443)  -0.0253
C (-1.77518, 0.76101, -0.00144)  -1.4321
C (-1.77105, 3.68147, 2.97770)  -0.5834
C (0.29299, 0.15453, 5.19536)  -0.4207
C (-4.12500, 2.36201, 3.54781)  -0.8019
C (-2.09438, 5.43862, -2.54307)  -0.4739
C (-1.74212, -0.52247, -7.16706)  -1.6033
C (-0.54328, 4.39196, -1.04059)  -0.3279
C (2.32319, -0.94580, 5.85298)  -0.4032
C (1.85335, -1.48887, 2.46528)  -1.3900
C (6.76629, 0.87443, 3.74859)  -0.3407
C (4.99965, -0.66659, 3.20003)  0.1565
H (0.30809, -4.59498, -3.80913)  0.4727
H (-0.01019, -5.49300, -6.15176)  0.4682
H (-3.67468, 3.21196, -0.53482)  0.2939
H (-0.05699, -1.29153, 8.23901)  0.3496
H (-0.90434, -2.34831, -8.90515)  0.2701
H (6.13709, 2.76270, 4.56035)  0.3607
H (-2.09886, 4.76171, 4.80072)  0.3823
H (-3.78827, 1.25758, 1.75418)  0.2635
H (-0.76191, -1.35425, -3.70327)  0.0585
H (3.34890, -1.22759, 5.64298)  0.3185
H (-5.04612, 1.83767, 3.77580)  0.3927
H (-2.86444, 0.76376, -0.03385)  0.7422
H (-3.23911, -4.47511, -3.61007)  0.4284
H (-1.33546, 0.03712, 6.58620)  0.4289
H (0.01766, 5.84729, -2.50524)  0.3864
H (-1.70541, -0.36545, -8.24478)  0.3589
H (-4.41797, -4.07264, -1.47211)  0.3640
H (-3.14453, -3.31192, 0.51816)  0.3846
H (7.81902, 1.12795, 3.75890)  0.3565
H (-0.26215, 0.73201, 4.46466)  0.5164
H (-1.09335, 0.21692, -6.69460)  0.3568
H (-4.20705, 3.56704, 5.32298)  0.3632
H (7.08271, -1.08111, 2.93363)  0.3733
H (-2.29982, 6.12007, -3.35987)  0.3550
H (-0.08384, -4.64258, -8.47614)  0.3565
H (-1.85397, -0.46638, -4.75615)  0.4906
H (2.55374, -1.69951, 1.65432)  0.5003
H (3.73079, 2.23827, 4.36087)  0.3659
H (-0.70651, -3.00343, 0.36881)  0.5093
H (-0.83162, 4.17837, 2.75882)  0.3712
H (-4.13937, 4.81934, -2.34516)  0.3729
H (-2.45164, -1.82012, -3.80891)  0.2271
H (4.68962, -1.62359, 2.80003)  0.3314
H (0.46871, 4.27025, -0.67254)  0.3692
H (-0.82189, -2.29629, 3.48221)  0.3696
H (2.28535, -1.91986, 7.76409)  0.3682
H (-1.39286, 0.68645, -1.02060)  0.0347
H (-2.76474, -0.34107, -6.83006)  0.3363
H (1.90750, -2.26968, 3.22227)  0.6379
H (-2.83862, -1.05438, 2.17286)  0.5954

Question: Among the records above, which one has the highest largest force on an atom?
Answer: C21H30O18

Question: What is the largest force on an atom in the fourth record?
Answer: 0.70 eV/A

Question: The highest largest force on an atom belongs to which entry?
Answer: C21H30O18